Entry 1:
Density functional theory data (the ωB97M-V functional and the def2-TZVPD basis) for an isolated molecule of C7H11NO in a non-equilibrium geometry.

**Lowest unoccupied orbital energy**: 0.88 eV
**Kohn-Sham gap**: 0.3589 Ha
**Relative energy (zero: lowest compared OMol25 entry of this formula, charge and spin)**: 162.6 kcal/mol
**HOMO**: -8.88 eV
**Energy**: -403.0749 a.u.
**SMILES string**: C[C@@]12C[C@@H](N1)[C@H]1[C@H](O)[C@H]12
**Total charge**: 0

CARTESIAN COORDINATES (ANGSTROEM)
H 1.109 -0.953 -1.367
H -1.351 -2.522 0.741
H -2.666 -1.366 0.106
H -0.703 1.055 -1.821
N -0.655 0.167 1.383
H -0.210 2.587 0.884
C -1.120 1.047 -0.831
H -1.533 0.520 1.611
H 1.896 -0.571 1.835
H -1.663 -2.042 -0.910
H 2.769 0.236 -0.811
C -0.140 1.462 0.500
C -1.581 -1.657 0.005
C 0.681 -0.521 -0.407
C -0.827 -0.414 -0.018
C 1.251 0.939 -0.010
H -2.116 1.475 -0.923
O 2.972 -0.719 -0.094
C 1.838 -0.372 0.687
H 2.047 1.649 -0.561

Atomic partial charges in e from the Mulliken method, atoms 1 to 8: atom 1 (H): 0.30, atom 2 (H): 0.30, atom 3 (H): 0.37, atom 4 (H): 0.30, atom 5 (N): -0.70, atom 6 (H): 0.36, atom 7 (C): -0.77, atom 8 (H): 0.30



Entry 2:
Density functional theory data (the ωB97M-V functional and the def2-TZVPD basis) for a structure of composition C4H14N3PbS in a non-equilibrium geometry.

**Lowest unoccupied orbital energy**: -3.65 eV
**Kohn-Sham gap**: 0.3366 Ha
**HOMO**: -12.81 eV
**Energy**: -915.7682 a.u.
**Total charge**: +1

CARTESIAN COORDINATES (ANGSTROEM)
H -0.748 1.215 -4.026
H 1.167 -2.040 -2.681
H 1.357 0.812 3.637
C 0.335 1.006 -4.092
H 2.329 0.171 1.421
H 1.244 1.576 -3.728
H -0.014 -2.152 0.477
N 1.344 0.249 1.620
N -0.817 -1.883 -0.099
S 0.875 1.140 -0.896
H -1.430 1.455 0.888
H -1.549 -1.073 -2.100
H 0.757 -0.839 3.335
N -0.761 0.824 1.284
H -1.330 -1.174 0.398
C -0.636 0.711 2.752
C 0.780 0.185 2.952
H -1.406 -2.708 -0.260
C 0.484 0.711 0.690
H 0.166 0.688 -5.109
Pb 0.032 -0.610 -2.812
H -0.777 1.703 3.203
H -1.401 0.033 3.146

Atomic partial charges in e from the Mulliken method, atoms 1 to 8: atom 1 (H): 0.33, atom 2 (H): 0.00, atom 3 (H): 0.31, atom 4 (C): -1.16, atom 5 (H): 0.24, atom 6 (H): 0.33, atom 7 (H): 0.20, atom 8 (N): -0.03



Entry 3:
Density functional theory data (the ωB97M-V functional and the def2-TZVPD basis) for an isolated molecule of C16H14N4O3.

**Lowest unoccupied orbital energy**: 0.06 eV
**Kohn-Sham gap**: 0.3200 Ha
**Relative energy (zero: lowest compared OMol25 entry of this formula, charge and spin)**: 5.9 kcal/mol
**HOMO**: -8.65 eV
**Energy**: -1062.9543 a.u.
**SMILES string**: C[C@@H](C(=O)Nc1cccnc1)n1c(=O)[nH]c2ccccc2c1=O
**Total charge**: 0

CARTESIAN COORDINATES (ANGSTROEM)
C 4.822 -1.818 -0.726
C 0.278 3.220 0.819
C 3.562 0.015 -1.622
C -0.207 1.796 1.042
C -1.485 1.500 0.229
O 0.102 -0.441 2.521
C 4.629 -0.854 -1.710
H -5.547 -0.238 -2.307
O -1.947 2.262 -0.582
C -5.245 -1.796 -0.861
H -6.079 -2.406 -1.179
H -0.444 3.904 1.257
N 0.825 0.789 0.744
N -2.008 0.290 0.572
N -4.540 -2.275 0.151
O 1.262 1.653 -1.319
C 1.551 0.868 -0.449
H 2.044 -1.859 2.148
H -3.602 1.087 -1.490
H 4.100 -2.669 1.105
C 2.681 -0.066 -0.544
H 0.357 3.433 -0.242
H -0.449 1.654 2.102
C 3.955 -1.918 0.343
H 5.657 -2.499 -0.798
C -3.122 -0.351 0.033
H -1.574 -0.197 1.351
H 5.313 -0.790 -2.541
H 3.382 0.771 -2.369
H 1.245 3.371 1.294
C 2.880 -1.038 0.439
C -3.513 -1.575 0.584
C 0.919 -0.262 1.636
C -4.947 -0.594 -1.484
C -3.867 0.147 -1.034
H -2.963 -2.002 1.415
N 1.974 -1.109 1.473

Atomic partial charges in e from the Mulliken method, atoms 1 to 8: atom 1 (C): -0.44, atom 2 (C): -1.70, atom 3 (C): -0.61, atom 4 (C): -0.24, atom 5 (C): 0.42, atom 6 (O): -0.72, atom 7 (C): -0.67, atom 8 (H): 0.37



Entry 4:
Density functional theory data (the ωB97M-V functional and the def2-TZVPD basis) for an isolated molecule of C3H5FOSi in a non-equilibrium geometry.

**Lowest unoccupied orbital energy**: 0.74 eV
**Kohn-Sham gap**: 0.3641 Ha
**Relative energy (zero: lowest compared OMol25 entry of this formula, charge and spin)**: 3.0 kcal/mol
**HOMO**: -9.17 eV
**Energy**: -581.8488 a.u.
**SMILES string**: C=C[C@@H]1O[Si@H]1F
**Total charge**: 0

CARTESIAN COORDINATES (ANGSTROEM)
C -1.081 0.009 -0.112
H -3.068 0.801 0.383
H 2.019 -2.334 -0.286
Si 1.927 -0.955 -0.353
F 3.230 -0.570 0.239
C -2.102 0.718 0.433
C 0.454 0.079 -0.027
O 1.266 0.223 -1.258
H -1.952 1.518 1.386
H -1.352 -0.569 -1.016
H 0.660 1.081 0.612

Atomic partial charges in e from the Mulliken method, atoms 1 to 8: atom 1 (C): -0.08, atom 2 (H): 0.39, atom 3 (H): -0.10, atom 4 (Si): 0.58, atom 5 (F): -0.16, atom 6 (C): -0.84, atom 7 (C): 0.06, atom 8 (O): -0.35



Entry 5:
Density functional theory data (the ωB97M-V functional and the def2-TZVPD basis) for a structure of composition CH10Fe2O8 in a non-equilibrium geometry.

**Lowest unoccupied orbital energy (spin up / spin down)**: -5.44 / -8.54 eV
**⟨S²⟩**: 24.7794
**Multiplicity**: 10
**Kohn-Sham gap (spin up / spin down)**: 0.2608 / 0.1344 Ha
**HOMO (spin up / spin down)**: -12.54 / -12.19 eV
**Energy**: -3172.9603 a.u.
**Total charge**: +1

CARTESIAN COORDINATES (ANGSTROEM)
O 11.321 14.624 39.966
O 9.151 17.613 39.092
O 10.579 16.543 34.425
H 9.651 16.403 34.611
H 9.473 19.906 36.744
H 10.991 16.603 35.287
H 11.307 14.364 40.887
H 11.094 19.828 40.076
C 9.332 16.622 38.403
H 10.660 18.497 39.499
H 8.831 19.063 37.825
O 8.639 15.703 38.776
O 10.353 16.224 37.791
Fe 7.199 16.863 39.851
Fe 10.175 14.210 38.312
H 11.572 17.436 37.157
O 11.852 18.248 36.734
O 8.653 19.471 36.978
H 11.695 18.927 37.391
H 11.826 15.437 39.953
O 11.420 18.954 39.860

Atomic partial charges in e from the Mulliken method, atoms 1 to 8: atom 1 (O): -0.49, atom 2 (O): -0.63, atom 3 (O): -0.61, atom 4 (H): 0.30, atom 5 (H): 0.32, atom 6 (H): 0.29, atom 7 (H): 0.32, atom 8 (H): 0.34



Entry 6:
Density functional theory data (the ωB97M-V functional and the def2-TZVPD basis) for a cluster of 12 separate species, C33H97N17O12 in total in a non-equilibrium geometry.

**Lowest unoccupied orbital energy**: 0.29 eV
**Kohn-Sham gap**: 0.3483 Ha
**Relative energy (zero: lowest compared OMol25 entry of this formula, charge and spin)**: 44.3 kcal/mol
**HOMO**: -9.18 eV
**Energy**: -3149.2951 a.u.
**SMILES string**: COC[C@H](C)N.COC[C@H](C)N.COC[C@H](C)N.COC[C@H](C)N.COC[C@H](C)N.COC[C@H](C)N.COC[C@H](C)N.NC(N)=O.NC(N)=O.NC(N)=O.NC(N)=O.NC(N)=O
**Total charge**: 0

CARTESIAN COORDINATES (ANGSTROEM)
C -5.785 -11.544 -8.449
H 2.312 -6.042 -5.168
H -11.616 -11.142 -5.937
H 0.957 -11.805 -3.363
H -5.370 -14.586 -5.741
C 3.444 -12.517 -3.677
H 0.244 -12.443 -4.661
N 1.138 -12.135 -4.307
N -10.292 -8.884 -6.073
O 0.106 -7.744 -3.677
H -0.031 -5.359 -2.943
O -3.418 -8.080 -5.355
H -4.274 -10.788 -9.840
H -2.774 -16.059 -8.796
H -10.317 -11.222 -7.107
H -2.928 -12.116 -1.326
C -7.135 -11.887 0.695
H -1.125 -13.260 -3.081
H -6.496 -12.398 -5.641
H -2.227 -10.170 -8.108
H -8.137 -17.658 -6.726
H -1.349 -9.184 -4.654
N -2.083 -9.854 -4.858
C 3.109 -8.727 -7.836
H -1.535 -7.634 -9.237
H 2.990 -14.649 -5.666
H -10.201 -12.254 -5.733
N -6.846 -10.808 -9.162
H 3.708 -11.557 -4.123
H -4.388 -9.902 -8.302
O -3.442 -11.735 -8.187
H -4.695 -5.721 -7.657
H 1.823 -10.682 -5.546
H -9.778 -8.071 -5.744
C -3.079 -6.486 -8.670
N -7.759 -12.442 -1.615
C -3.241 -11.084 -1.147
H 3.944 -6.717 -9.570
C 0.446 -10.107 -1.168
H -1.121 -9.089 -0.640
H -5.830 -16.075 -4.242
C -5.866 -13.034 -8.723
H 2.276 -10.633 -1.922
O -4.582 -10.990 -0.699
N -6.049 -12.857 -4.851
H -8.035 -11.214 -5.504
N 1.923 -6.911 -4.870
C -6.826 -11.664 -0.779
H 3.266 -10.058 -5.657
H -0.899 -13.537 -5.411
H -1.831 -11.356 -9.447
H 4.245 -13.239 -3.872
N -2.804 -12.959 -5.032
H -7.015 -17.276 -5.348
N -0.447 -9.115 -1.386
H -9.959 -8.991 -7.028
H -1.452 -11.780 -7.739
C -7.887 -16.970 -5.924
H -8.393 -14.617 -5.040
H -5.897 -11.414 -7.368
H -7.838 -13.422 -1.358
H -7.324 -10.083 -3.316
H 3.435 -7.499 -10.944
N -5.435 -5.990 -4.230
H 0.495 -8.446 -6.853
O 0.359 -10.899 -0.235
H -7.059 -10.638 -1.066
H 1.395 -9.393 -2.831
C -9.753 -10.102 -5.411
C 0.678 -9.268 -7.547
C 2.092 -9.747 -7.339
H -2.623 -5.641 -2.915
H -0.358 -8.471 -2.165
H 2.161 -7.840 -5.214
H -1.814 -7.575 -7.479
H 2.733 -13.028 -6.325
N -3.954 -6.398 -7.651
H -2.105 -10.870 -4.807
H 4.175 -8.982 -7.783
C -1.466 -14.217 -3.474
H 3.059 -7.733 -7.377
C 0.812 -6.827 -4.118
C -3.053 -16.176 -7.751
C -5.396 -12.017 -1.188
H 1.165 -4.803 -4.089
H -6.309 -11.469 1.278
H -6.769 -14.937 -3.058
C -4.432 -10.897 -8.760
H -2.564 -17.112 -7.466
H -8.502 -8.906 -3.155
H -6.972 -12.949 0.905
N -3.394 -6.123 -3.341
C 4.453 -11.955 -1.646
O 2.874 -8.530 -9.234
H -7.753 -13.807 -6.570
C -7.604 -14.560 -5.794
H 5.188 -12.772 -1.628
N 0.616 -5.536 -3.690
H -6.891 -13.342 -8.514
N -2.055 -7.346 -8.428
C -4.628 -5.576 -3.212
C -2.103 -11.214 -8.401
H 1.883 -13.979 -3.513
N 1.465 -10.055 -2.076
H -5.633 -13.262 -9.768
H -5.141 -9.975 -5.299
H -0.677 -14.957 -3.334
H 4.988 -11.068 -1.995
H -6.313 -5.495 -4.153
H -8.728 -16.789 -5.251
O -7.579 -15.736 -6.600
O -4.975 -4.724 -2.396
H -4.017 -11.107 -4.608
C -2.421 -15.220 -5.650
H -5.009 -12.985 -0.846
O -3.273 -5.976 -9.775
H -5.169 -13.705 -8.219
C -1.791 -14.000 -4.991
H -3.803 -6.984 -6.847
O -7.430 -9.203 -5.111
H 1.450 -14.283 -5.958
H 0.000 -10.065 -7.228
N 2.300 -9.836 -5.884
O -2.542 -15.047 -7.053
C -6.037 -15.077 -3.847
H -5.414 -12.028 -2.284
H -6.382 -10.458 -9.998
H 4.248 -11.878 -0.575
H -6.948 -9.925 -8.663
H 4.708 -8.276 -10.110
C -3.274 -9.284 -5.083
H -4.128 -16.151 -7.557
H -3.029 -12.780 -6.013
H -3.067 -10.565 -2.096
H -2.308 -14.512 -2.844
H 2.259 -10.765 -7.701
H -2.633 -10.583 -0.399
H -6.682 -12.663 -4.072
C -10.541 -11.262 -6.036
H -6.737 -8.541 -3.268
C -7.576 -9.081 -3.704
C -8.244 -10.155 -5.717
H -8.658 -12.087 -1.293
H -8.118 -11.564 1.029
H -3.670 -13.327 -4.649
N -4.186 -10.258 -5.121
C 2.350 -13.762 -5.618
C 2.161 -13.183 -4.209
H 0.319 -9.036 -8.548
H -5.389 -6.820 -4.794
O 3.274 -12.369 -2.265
H -3.403 -15.483 -5.243
H -5.029 -14.898 -3.456
H -3.219 -6.815 -4.060
H -1.807 -16.104 -5.425
H -8.177 -10.034 -6.799
C -6.228 -14.273 -5.139
H -9.958 -10.071 -4.339
C 3.771 -7.738 -9.930

Atomic partial charges in e from the Mulliken method, atoms 1 to 8: atom 1 (C): 3.01, atom 2 (H): 0.22, atom 3 (H): 0.39, atom 4 (H): -0.15, atom 5 (H): -0.90, atom 6 (C): -0.60, atom 7 (H): -0.95, atom 8 (N): 0.36



- Look up the total charge of the fifth one.
  +1



Please write out number 1 again, unchanged.
Density functional theory data (the ωB97M-V functional and the def2-TZVPD basis) for an isolated molecule of C7H11NO in a non-equilibrium geometry.

**Lowest unoccupied orbital energy**: 0.88 eV
**Kohn-Sham gap**: 0.3589 Ha
**Relative energy (zero: lowest compared OMol25 entry of this formula, charge and spin)**: 162.6 kcal/mol
**HOMO**: -8.88 eV
**Energy**: -403.0749 a.u.
**SMILES string**: C[C@@]12C[C@@H](N1)[C@H]1[C@H](O)[C@H]12
**Total charge**: 0

CARTESIAN COORDINATES (ANGSTROEM)
H 1.109 -0.953 -1.367
H -1.351 -2.522 0.741
H -2.666 -1.366 0.106
H -0.703 1.055 -1.821
N -0.655 0.167 1.383
H -0.210 2.587 0.884
C -1.120 1.047 -0.831
H -1.533 0.520 1.611
H 1.896 -0.571 1.835
H -1.663 -2.042 -0.910
H 2.769 0.236 -0.811
C -0.140 1.462 0.500
C -1.581 -1.657 0.005
C 0.681 -0.521 -0.407
C -0.827 -0.414 -0.018
C 1.251 0.939 -0.010
H -2.116 1.475 -0.923
O 2.972 -0.719 -0.094
C 1.838 -0.372 0.687
H 2.047 1.649 -0.561

Atomic partial charges in e from the Mulliken method, atoms 1 to 8: atom 1 (H): 0.30, atom 2 (H): 0.30, atom 3 (H): 0.37, atom 4 (H): 0.30, atom 5 (N): -0.70, atom 6 (H): 0.36, atom 7 (C): -0.77, atom 8 (H): 0.30